[1]
The following is a DFT calculation (wB97M-V/def2-TZVPD) of a molecular structure, C18H18N4OSV in a non-equilibrium geometry.

Element x y z (Å)
V  -0.557  0.057  -0.633
O  -1.811  -1.740  -1.673
C  -0.818  -2.203  -2.585
C  0.326  -2.942  -1.879
C  1.008  -2.072  -0.809
C  1.786  -0.943  -1.424
C  3.003  -1.130  -2.061
C  3.640  -0.036  -2.629
C  3.021  1.207  -2.559
C  1.801  1.315  -1.920
N  1.198  0.262  -1.359
H  -2.358  -2.497  -1.411
H  -0.438  -1.307  -3.099
H  -1.275  -2.856  -3.337
H  1.055  -3.244  -2.633
H  -0.059  -3.852  -1.412
H  1.677  -2.699  -0.215
H  0.231  -1.661  -0.119
H  3.447  -2.114  -2.101
H  4.597  -0.147  -3.111
H  3.479  2.079  -2.994
H  1.282  2.265  -1.849
N  -1.662  2.062  2.621
C  -1.081  1.061  3.367
C  -1.082  0.807  4.730
C  -0.446  -0.344  5.150
C  0.200  -1.197  4.246
C  0.222  -0.943  2.890
C  -0.445  0.198  2.442
N  -0.667  0.695  1.178
C  -1.414  1.797  1.324
C  -1.857  2.431  0.114
C  -2.611  3.541  -0.162
S  -2.761  3.762  -1.854
C  -1.822  2.354  -2.108
N  -1.424  1.761  -1.011
H  -2.172  2.844  3.004
H  -1.566  1.485  5.415
H  -0.440  -0.593  6.201
H  0.698  -2.074  4.628
H  0.745  -1.596  2.204
H  -3.084  4.212  0.529
H  -1.570  1.996  -3.096

Output
HOMO (spin up / spin down) ... -13.9040 / -13.3769 eV
2S+1 ... 2
Total charge ... +2
ΔE to the lowest compared entry with this formula, charge and spin ... 21.8 kcal per mole
Lowest unoccupied orbital energy (spin up / spin down) ... -6.456 / -6.370 eV
HOMO-LUMO gap (spin up / spin down) ... 7.448 / 7.007 eV

[2]
The following is a DFT calculation (wB97M-V/def2-TZVPD) of a molecular structure, C6H9CuO3P in a non-equilibrium geometry.

Element x y z (Å)
O  1.189  -0.284  -4.076
C  0.982  0.043  -2.992
Cu  0.879  0.533  -1.317
C  1.185  2.248  -1.540
C  2.368  -0.343  -0.946
O  1.442  3.358  -1.711
O  3.329  -0.935  -0.716
C  -1.045  1.148  1.642
P  -0.365  -0.051  0.461
C  0.348  -1.314  1.560
C  -1.847  -0.850  -0.228
H  -0.223  1.616  2.200
H  -1.721  0.641  2.346
H  -1.600  1.920  1.094
H  -0.434  -1.689  2.232
H  0.753  -2.139  0.960
H  1.165  -0.879  2.147
H  -2.441  -1.287  0.582
H  -2.435  -0.102  -0.773
H  -1.531  -1.633  -0.927

Output
HOMO (spin up / spin down) ... -19.4554 / -20.3902 eV
2S+1 ... 2
Total charge ... +2
ΔE to the lowest compared entry with this formula, charge and spin ... 16.7 kcal per mole
Lowest unoccupied orbital energy (spin up / spin down) ... -9.008 / -13.006 eV
HOMO-LUMO gap (spin up / spin down) ... 10.447 / 7.384 eV

[3]
The following is a DFT calculation (wB97M-V/def2-TZVPD) of C4H7NO in the gas phase.

Element x y z (Å)
O  0.428  2.277  0.359
C  -0.187  1.129  -0.208
C  0.914  0.039  -0.626
N  0.091  -0.899  0.135
C  -0.474  0.166  0.964
C  -0.710  -1.731  -0.456
H  0.264  3.009  -0.245
H  1.129  -0.315  -1.641
H  1.840  0.252  -0.078
H  -1.474  -0.062  1.339
H  0.219  0.370  1.791
H  -0.402  -2.230  -1.368
H  -1.639  -2.005  0.033

Output
HOMO (spin up / spin down) ... -6.8905 / -6.6969 eV
ΔE to the lowest compared entry with this formula, charge and spin ... 124.2 kcal per mole
Lowest unoccupied orbital energy (spin up / spin down) ... 0.101 / -0.041 eV
HOMO-LUMO gap (spin up / spin down) ... 6.992 / 6.656 eV

[4]
The following is a DFT calculation (wB97M-V/def2-TZVPD) of a molecular structure, C28H39IrN4O3 in a non-equilibrium geometry.

Element x y z (Å)
Ir  0.043  -0.059  -0.018
C  -5.437  1.171  4.629
C  -4.028  1.723  4.912
C  -4.165  3.237  5.112
C  -3.456  1.154  6.217
C  -3.143  1.337  3.747
C  -2.661  2.272  2.830
C  -1.850  1.849  1.791
N  -1.502  0.581  1.599
C  -1.982  -0.355  2.442
C  -2.790  0.005  3.517
C  -1.614  -1.751  2.133
C  -2.231  -2.849  2.733
C  -1.887  -4.153  2.374
C  -0.903  -4.279  1.391
C  -0.318  -3.152  0.853
N  -0.658  -1.914  1.199
C  -2.507  -5.385  2.991
C  -1.386  -6.250  3.600
C  -3.272  -6.158  1.913
C  -3.477  -5.091  4.145
H  -6.103  1.464  5.437
H  -5.429  0.085  4.559
H  -5.844  1.563  3.698
H  -4.772  3.455  5.990
H  -4.669  3.700  4.266
H  -3.193  3.694  5.284
H  -4.074  1.469  7.054
H  -2.441  1.505  6.394
H  -3.439  0.065  6.199
H  -2.906  3.319  2.906
H  -1.484  2.573  1.078
H  -3.146  -0.758  4.194
H  -2.997  -2.697  3.474
H  -0.585  -5.250  1.047
H  0.460  -3.258  0.113
H  -0.696  -6.594  2.829
H  -1.812  -7.129  4.077
H  -0.816  -5.699  4.345
H  -2.630  -6.422  1.073
H  -4.103  -5.575  1.517
H  -3.674  -7.074  2.340
H  -2.981  -4.542  4.941
H  -3.836  -6.024  4.574
H  -4.352  -4.553  3.786
N  1.547  1.998  0.820
C  1.391  3.195  0.134
C  0.004  3.032  -1.199
O  -0.408  4.109  -1.375
O  -0.057  1.861  -1.456
H  1.366  2.039  1.815
H  2.400  1.492  0.600
H  2.164  3.450  -0.581
H  0.982  4.024  0.694
O  2.439  -0.329  -0.532
C  2.805  -0.071  -1.902
C  2.781  -1.326  -2.770
C  1.543  -2.197  -2.503
C  0.254  -1.572  -2.935
C  -0.165  -1.701  -4.259
C  -1.383  -1.183  -4.648
C  -2.190  -0.560  -3.702
C  -1.717  -0.471  -2.408
N  -0.524  -0.946  -2.050
H  2.996  -1.049  -0.202
H  3.814  0.356  -1.918
H  2.096  0.674  -2.266
H  3.663  -1.930  -2.561
H  2.824  -1.022  -3.816
H  1.497  -2.415  -1.435
H  1.655  -3.141  -3.037
H  0.471  -2.228  -4.955
H  -1.716  -1.277  -5.671
H  -3.158  -0.162  -3.961
H  -2.323  -0.027  -1.624

Output
HOMO (spin up / spin down) ... -17.8089 / -17.8076 eV
2S+1 ... 2
Total charge ... +3
Lowest unoccupied orbital energy (spin up / spin down) ... -11.858 / -11.714 eV
HOMO-LUMO gap (spin up / spin down) ... 5.951 / 6.094 eV

- Number 1 is which compound?
  C18H18N4OSV